No. 1
Below is a 8-piece molecular cluster, C32H88N8O8 overall at a distorted geometry, with properties calculated with wB97M-V/def2-TZVPD.

Results
Net charge = 0
SMILES string = COC[C@H](C)N.COC[C@H](C)N.COC[C@H](C)N.COC[C@H](C)N.COC[C@H](C)N.COC[C@H](C)N.COC[C@H](C)N.COC[C@H](C)N
E_HOMO = -9.086 eV
Relative energy (zero: lowest compared OMol25 entry of this formula, charge and spin) = 3.416 eV
Max |F| = 3.529 eV Å⁻¹
Kohn-Sham gap = 9.4686 eV
Calculated total energy = -2311.7290 a.u.

Cartesian coordinates (Å):
C  1.388  0.806  4.388
C  1.670  -0.585  4.973
C  1.511  -0.642  6.486
O  0.158  -0.714  6.834
C  -0.124  -0.430  8.197
N  0.757  -1.527  4.293
H  2.055  1.588  4.760
H  0.360  1.031  4.690
H  1.426  0.981  3.312
H  2.669  -0.904  4.659
H  1.998  0.202  6.992
H  2.072  -1.537  6.799
H  -1.207  -0.397  8.307
H  0.104  0.631  8.352
H  0.375  -1.127  8.864
H  0.965  -2.448  4.679
H  -0.152  -1.280  4.688
C  1.736  -1.224  -6.339
C  1.379  -2.313  -5.370
C  -0.103  -2.328  -4.914
O  -0.237  -3.498  -4.130
C  -1.495  -3.639  -3.480
N  1.718  -3.618  -6.000
H  1.199  -1.120  -7.282
H  2.793  -1.225  -6.634
H  1.800  -0.245  -5.842
H  1.969  -2.275  -4.449
H  -0.852  -2.439  -5.710
H  -0.314  -1.427  -4.327
H  -1.570  -2.715  -2.892
H  -1.591  -4.555  -2.907
H  -2.294  -3.625  -4.234
H  1.316  -4.295  -5.358
H  1.173  -3.638  -6.860
C  -2.152  6.619  2.189
C  -2.179  5.099  2.304
C  -3.500  4.608  2.864
O  -3.420  3.160  2.717
C  -4.586  2.468  3.088
N  -1.982  4.593  0.913
H  -1.147  6.913  1.879
H  -2.255  7.084  3.179
H  -2.883  7.045  1.506
H  -1.303  4.808  2.887
H  -4.352  4.876  2.229
H  -3.722  4.796  3.914
H  -4.329  1.415  3.004
H  -5.488  2.827  2.582
H  -4.809  2.635  4.155
H  -1.120  4.055  0.861
H  -2.675  3.842  0.883
C  2.002  2.780  -2.093
C  1.306  3.984  -2.702
C  -0.200  3.823  -2.493
O  -0.848  4.932  -3.094
C  -2.181  5.042  -2.673
N  1.779  5.228  -2.051
H  1.648  2.576  -1.081
H  3.069  2.976  -1.986
H  1.792  1.925  -2.738
H  1.563  4.195  -3.740
H  -0.522  3.864  -1.443
H  -0.553  2.853  -2.875
H  -2.258  5.290  -1.610
H  -2.820  4.253  -3.074
H  -2.647  5.944  -3.090
H  1.273  6.003  -2.466
H  1.516  5.245  -1.069
C  7.488  -1.551  -1.768
C  7.067  -0.639  -0.596
C  5.745  -1.114  0.046
O  5.735  -2.510  0.310
C  4.449  -2.898  0.839
N  8.189  -0.590  0.375
H  8.073  -0.999  -2.499
H  6.576  -1.912  -2.258
H  7.953  -2.474  -1.427
H  6.879  0.387  -0.918
H  4.942  -0.847  -0.647
H  5.712  -0.616  1.023
H  3.868  -3.486  0.130
H  3.899  -2.061  1.263
H  4.787  -3.614  1.591
H  7.853  -1.006  1.244
H  8.875  -1.286  0.105
C  1.236  -2.222  -1.099
C  0.305  -1.090  -0.665
C  1.066  -0.035  0.153
O  0.224  1.129  0.340
C  -0.999  0.893  0.999
N  -0.131  -0.436  -1.926
H  1.476  -2.931  -0.305
H  2.203  -1.925  -1.520
H  0.770  -2.797  -1.903
H  -0.474  -1.571  -0.073
H  2.027  0.170  -0.311
H  1.237  -0.528  1.121
H  -1.254  1.819  1.527
H  -0.991  0.212  1.857
H  -1.779  0.693  0.260
H  -0.625  0.394  -1.616
H  0.731  -0.163  -2.386
C  -1.940  -5.426  1.420
C  -0.608  -6.150  1.175
C  0.511  -5.230  1.695
O  1.791  -5.672  1.261
C  1.984  -5.803  -0.128
N  -0.717  -7.384  1.997
H  -2.042  -5.028  2.434
H  -2.860  -5.951  1.176
H  -1.867  -4.536  0.780
H  -0.631  -6.499  0.144
H  0.378  -5.157  2.768
H  0.359  -4.286  1.153
H  1.463  -5.117  -0.803
H  1.819  -6.814  -0.503
H  3.036  -5.541  -0.244
H  -0.840  -7.086  2.963
H  0.183  -7.863  2.038
C  -3.210  1.248  -2.379
C  -4.615  1.375  -1.783
C  -4.978  2.745  -1.181
O  -6.221  2.545  -0.555
C  -6.915  3.672  -0.126
N  -5.576  0.956  -2.836
H  -3.035  1.939  -3.205
H  -3.140  0.264  -2.843
H  -2.457  1.358  -1.599
H  -4.846  0.606  -1.040
H  -5.224  3.440  -1.998
H  -4.106  3.059  -0.596
H  -6.401  4.197  0.693
H  -7.850  3.391  0.361
H  -7.132  4.367  -0.944
H  -5.602  1.658  -3.579
H  -6.491  1.099  -2.406



No. 2
Below is an isolated ion of composition C5H8N and charge +1 at a distorted geometry, with properties calculated with wB97M-V/def2-TZVPD.

Results
Net charge = +1
SMILES string = C#[N+]C1(C)CC1
E_HOMO = -15.172 eV
Relative energy (zero: lowest compared OMol25 entry of this formula, charge and spin) = 3.663 eV
Max |F| = 6.709 eV Å⁻¹
Kohn-Sham gap = 10.2953 eV
Calculated total energy = -249.6905 a.u.

Cartesian coordinates (Å):
C  1.897  -0.820  -1.368
C  -0.151  1.345  0.447
C  -1.017  0.827  -0.557
C  -0.078  -0.111  0.078
C  -0.481  -1.155  0.917
N  0.974  -0.457  -0.743
H  2.839  -0.888  -1.761
H  0.821  1.909  0.127
H  -0.333  1.557  1.496
H  -2.027  0.903  -0.471
H  -0.652  0.976  -1.613
H  -0.931  -1.936  0.289
H  -1.198  -0.730  1.545
H  0.338  -1.420  1.615



No. 3
Below is a 7-piece molecular cluster, C17H49ClN3O8S7 overall at a distorted geometry, with properties calculated with wB97M-V/def2-TZVPD.

Results
Net charge = +1
E_HOMO = -10.339 eV
Max |F| = 1.975 eV Å⁻¹
Kohn-Sham gap = 7.9508 eV
Calculated total energy = -4690.4275 a.u.

Cartesian coordinates (Å):
N  0.878  0.695  -2.324
C  0.163  -0.405  -2.182
N  -0.166  -1.106  -3.308
N  -0.201  -0.781  -0.929
C  -1.451  -1.575  -0.750
C  -1.367  -2.751  0.210
C  -0.916  -4.090  -0.388
C  0.491  -4.085  -0.999
S  1.508  -5.463  -0.560
O  2.561  -5.558  -1.521
O  1.825  -5.360  0.829
Cl  0.228  -7.003  -0.817
H  1.071  0.923  -3.299
H  1.746  0.741  -1.750
H  -1.091  -1.473  -3.490
H  0.511  -1.171  -4.058
H  0.593  -1.131  -0.390
H  -1.869  -1.911  -1.708
H  -2.184  -0.882  -0.322
H  -0.797  -2.493  1.113
H  -2.403  -2.887  0.541
H  -0.916  -4.817  0.433
H  -1.659  -4.456  -1.105
H  0.444  -4.135  -2.093
H  1.095  -3.234  -0.668
C  3.329  -1.913  -2.499
S  3.616  -1.194  -0.879
O  2.611  -0.078  -0.727
C  5.182  -0.455  -1.258
H  2.354  -2.400  -2.488
H  3.362  -1.124  -3.254
H  4.096  -2.660  -2.699
H  5.058  0.228  -2.098
H  5.889  -1.245  -1.513
H  5.539  0.096  -0.388
C  6.338  2.628  2.947
S  5.269  2.664  1.507
O  6.007  1.970  0.411
C  5.419  4.421  1.188
H  6.414  1.594  3.275
H  7.323  3.006  2.675
H  5.895  3.233  3.738
H  6.469  4.673  1.040
H  5.004  4.976  2.030
H  4.851  4.642  0.287
C  -2.350  -0.074  3.267
S  -3.718  -1.157  2.853
O  -3.717  -1.314  1.359
C  -5.010  -0.001  3.261
H  -1.424  -0.604  3.049
H  -2.419  0.837  2.673
H  -2.397  0.166  4.328
H  -4.886  0.903  2.668
H  -4.949  0.236  4.322
H  -5.968  -0.473  3.044
C  -4.642  4.919  2.180
S  -3.671  4.219  3.516
O  -4.072  2.786  3.626
C  -4.504  5.087  4.845
H  -4.304  4.462  1.252
H  -5.696  4.693  2.343
H  -4.479  5.996  2.141
H  -5.567  4.849  4.820
H  -4.343  6.159  4.731
H  -4.068  4.748  5.783
C  -9.760  -3.228  1.663
S  -8.078  -2.634  1.469
O  -7.793  -1.746  2.627
C  -8.400  -1.569  0.061
H  -9.778  -3.883  2.532
H  -10.428  -2.381  1.821
H  -10.048  -3.787  0.773
H  -9.158  -0.833  0.328
H  -8.730  -2.175  -0.782
H  -7.465  -1.068  -0.187
C  8.452  1.010  -4.796
S  6.824  1.301  -4.102
O  5.871  0.383  -4.789
C  6.601  2.932  -4.815
H  8.763  0.010  -4.500
H  8.399  1.078  -5.882
H  9.149  1.746  -4.395
H  6.676  2.866  -5.900
H  7.360  3.605  -4.416
H  5.612  3.284  -4.531



No. 4
Below is a 2-piece molecular cluster, C5H7NO overall at a distorted geometry, with properties calculated with wB97M-V/def2-TZVPD.

Results
Net charge = 0
SMILES string = CC=C=O.C#CN
E_HOMO = -8.676 eV
Relative energy (zero: lowest compared OMol25 entry of this formula, charge and spin) = 4.837 eV
Max |F| = 6.210 eV Å⁻¹
Kohn-Sham gap = 9.3179 eV
Calculated total energy = -324.5467 a.u.

Cartesian coordinates (Å):
C  -1.951  -0.217  0.266
C  -0.904  -1.100  0.033
C  0.049  -1.466  -0.700
O  1.078  -1.637  -1.260
C  1.518  1.332  0.100
N  2.551  0.495  0.273
C  0.555  2.045  -0.089
H  -2.164  0.123  1.254
H  -2.899  -0.615  -0.033
H  -1.805  0.629  -0.367
H  -1.160  -2.368  -0.086
H  2.482  -0.341  -0.305
H  2.767  0.280  1.240
H  -0.116  2.840  -0.326